# 1
The following is a DFT calculation (ωB97M-V with the def2-TZVPD basis set) of C33H50NO25S2 as an isolated structure at a distorted geometry.

## Properties
orbital gap: 7.53 eV
highest occupied orbital energy: -5.4 eV

```
! wB97M-V def2-TZVPD RIJCOSX def2/J DEFGRID3
* xyz -1 1
C -3.082 0.675 -0.310
C -2.263 0.360 -1.169
C -1.039 0.423 -2.147
C 0.161 -0.568 -1.753
C 0.236 -0.970 -0.213
S 0.394 0.439 0.958
O 0.435 1.770 0.295
O 1.631 0.240 1.770
N -0.927 0.519 2.063
S -1.330 -1.005 2.636
O -0.153 -1.925 2.776
O -2.405 -1.685 1.837
H -3.743 0.871 0.576
H -1.438 0.055 -3.151
H -0.636 1.457 -2.306
H -0.028 -1.541 -2.325
H 1.185 -0.221 -2.094
H 1.188 -1.588 -0.092
H -0.614 -1.670 -0.002
H -1.866 -0.913 3.926
C 3.161 -6.010 0.340
C 1.898 -5.285 0.748
C 0.694 -6.172 0.870
O -0.375 -5.264 0.625
C 0.125 -4.282 -0.173
O -0.541 -3.460 -0.724
O 1.482 -4.367 -0.266
H 3.929 -5.296 0.032
H 3.549 -6.612 1.164
H 2.982 -6.667 -0.515
H 2.073 -4.713 1.665
H 0.604 -6.618 1.851
H 0.654 -6.961 0.111
C 1.514 -2.801 -7.019
C 1.334 -2.144 -5.669
C 0.579 -0.847 -5.714
O 1.074 -0.168 -4.562
C 2.334 -0.643 -4.349
O 3.116 -0.163 -3.586
O 2.588 -1.732 -5.129
H 2.266 -3.592 -6.962
H 0.575 -3.231 -7.373
H 1.870 -2.084 -7.764
H 0.882 -2.850 -4.965
H -0.501 -0.985 -5.647
H 0.809 -0.240 -6.596
C -4.584 -6.602 3.610
C -3.092 -6.688 3.842
C -2.267 -6.053 2.761
O -1.040 -6.782 2.856
C -1.355 -8.011 3.350
O -0.605 -8.940 3.379
O -2.642 -8.045 3.795
H -5.115 -7.280 4.282
H -4.946 -5.585 3.774
H -4.843 -6.902 2.592
H -2.842 -6.287 4.830
H -2.101 -4.988 2.926
H -2.676 -6.198 1.757
C 1.896 3.793 2.020
C 2.105 5.076 2.792
C 1.077 6.131 2.515
O 1.795 7.333 2.803
C 3.111 7.065 2.572
O 3.974 7.894 2.528
O 3.313 5.734 2.387
H 2.789 3.166 2.068
H 1.050 3.231 2.417
H 1.711 3.994 0.963
H 2.186 4.861 3.864
H 0.198 6.041 3.153
H 0.758 6.165 1.469
C -7.598 -2.834 -1.830
C -6.407 -1.963 -2.163
C -6.504 -0.562 -1.633
O -5.685 0.162 -2.546
C -5.724 -0.517 -3.726
O -5.308 -0.098 -4.762
O -6.313 -1.738 -3.569
H -7.589 -3.743 -2.436
H -7.595 -3.113 -0.774
H -8.537 -2.319 -2.050
H -5.482 -2.453 -1.840
H -6.124 -0.469 -0.615
H -7.517 -0.148 -1.677
C 0.839 5.532 -5.638
C 0.348 4.503 -4.644
C 1.222 3.287 -4.538
O 0.304 2.290 -4.101
C -0.925 2.665 -4.568
O -1.899 1.971 -4.555
O -0.892 3.936 -5.065
H 0.054 6.262 -5.852
H 1.716 6.058 -5.255
H 1.102 5.066 -6.591
H 0.188 4.972 -3.667
H 2.031 3.410 -3.816
H 1.644 2.969 -5.497
C 5.221 6.169 4.983
C 4.892 6.639 6.382
C 6.094 6.998 7.207
O 5.622 6.781 8.536
C 4.653 5.824 8.452
O 4.177 5.263 9.391
O 4.312 5.586 7.156
H 4.353 5.696 4.525
H 5.542 7.002 4.356
H 6.016 5.418 4.996
H 4.169 7.461 6.341
H 6.405 8.034 7.071
H 6.952 6.341 7.036
*
```



# 2
The following is a DFT calculation (ωB97M-V with the def2-TZVPD basis set) of a 6-piece molecular cluster, C33H51BNO20 overall at a distorted geometry.

## Properties
orbital gap: 7.56 eV
highest occupied orbital energy: -11.8 eV

```
! wB97M-V def2-TZVPD RIJCOSX def2/J DEFGRID3
* xyz 1 1
C -8.193 1.163 -3.182
C -6.817 1.845 -3.029
C -6.553 2.378 -1.604
C -6.633 2.935 -4.106
C -7.550 4.145 -3.855
C -5.180 3.401 -4.156
O -4.477 2.847 -5.315
N -3.496 1.955 -4.990
C -3.639 0.705 -5.445
C -2.646 -0.215 -5.197
C -1.513 0.167 -4.484
C -0.435 -0.856 -4.226
O -0.562 -1.674 -3.369
O 0.604 -0.787 -5.051
C -1.389 1.479 -4.005
C -0.209 1.964 -3.205
B -0.716 2.349 -1.744
O -1.057 3.669 -1.481
O -0.797 1.361 -0.809
C -2.420 2.361 -4.298
H -8.882 1.774 -3.762
H -8.092 0.195 -3.670
H -8.649 0.972 -2.212
H -6.068 1.072 -3.234
H -7.380 2.173 -0.930
H -5.672 1.901 -1.173
H -6.359 3.452 -1.579
H -6.913 2.488 -5.062
H -7.841 4.627 -4.785
H -7.053 4.881 -3.221
H -8.447 3.850 -3.314
H -4.661 3.118 -3.239
H -5.109 4.482 -4.258
H -4.535 0.483 -6.004
H -2.747 -1.232 -5.548
H 0.564 0.029 -5.580
H 0.520 1.158 -3.125
H 0.240 2.828 -3.693
H -1.971 3.801 -1.209
H -1.540 1.501 -0.209
H -2.393 3.400 -4.001
C 2.153 1.328 0.583
C 3.115 2.441 0.908
C 4.437 1.996 1.500
O 4.791 3.116 2.322
C 3.652 3.744 2.683
O 3.572 4.586 3.518
O 2.602 3.273 1.965
H 2.611 0.619 -0.108
H 1.870 0.796 1.493
H 1.240 1.712 0.135
H 3.279 3.083 0.037
H 5.208 1.812 0.758
H 4.323 1.118 2.139
C 3.486 2.051 6.151
C 2.897 0.809 5.541
C 2.802 -0.401 6.451
O 2.922 -1.487 5.518
C 3.617 -1.047 4.453
O 4.042 -1.752 3.591
O 3.753 0.294 4.491
H 2.916 2.357 7.028
H 4.523 1.884 6.444
H 3.476 2.874 5.437
H 1.924 1.025 5.089
H 1.864 -0.482 6.990
H 3.635 -0.454 7.154
C 0.972 4.820 -8.162
C 0.447 3.681 -7.330
C 1.460 2.609 -6.979
O 0.632 1.433 -6.883
C -0.472 1.629 -7.667
O -1.257 0.775 -7.917
O -0.535 2.909 -8.060
H 1.808 5.301 -7.655
H 1.306 4.455 -9.134
H 0.196 5.564 -8.332
H -0.045 4.055 -6.426
H 1.980 2.779 -6.041
H 2.186 2.451 -7.778
C 2.118 -4.113 2.462
C 1.500 -5.324 3.101
C 2.480 -6.309 3.698
O 1.766 -7.547 3.599
C 0.900 -7.444 2.560
O 0.300 -8.352 2.087
O 0.819 -6.159 2.143
H 2.743 -3.595 3.188
H 2.727 -4.387 1.600
H 1.346 -3.425 2.117
H 0.766 -5.021 3.854
H 2.724 -6.092 4.735
H 3.401 -6.389 3.114
C 4.452 -7.470 7.517
C 4.315 -6.248 8.386
C 3.615 -6.445 9.717
O 3.018 -5.160 9.937
C 2.814 -4.580 8.732
O 2.172 -3.597 8.549
O 3.448 -5.279 7.763
H 4.999 -8.260 8.031
H 3.469 -7.844 7.227
H 4.994 -7.212 6.608
H 5.286 -5.769 8.533
H 4.285 -6.687 10.537
H 2.822 -7.194 9.655
*
```



# 3
The following is a DFT calculation (ωB97M-V with the def2-TZVPD basis set) of C33H52BBrN7Tl as an isolated structure.

## Properties
orbital gap: 8.68 eV
ΔE to the lowest compared entry with this formula, charge and spin: 0.000 eV
highest occupied orbital energy: -8.2 eV

```
! wB97M-V def2-TZVPD RIJCOSX def2/J DEFGRID3
* xyz 0 1
Tl -0.022 -0.082 -0.668
C -1.892 3.982 1.509
C -0.573 3.232 1.703
C 0.221 3.197 0.404
C -0.800 1.875 2.315
C -1.432 1.624 3.541
C -1.334 0.262 3.738
C -1.906 -0.485 4.916
C -2.857 -1.610 4.505
C -0.861 -0.957 5.930
N -0.666 -0.254 2.679
N -0.351 0.737 1.801
B -0.046 -1.671 2.500
N -0.847 -2.539 1.499
N -1.358 -2.033 0.348
C -2.237 -2.918 -0.113
C -2.292 -4.024 0.754
C -1.370 -3.758 1.747
C -0.892 -4.655 2.856
C -1.584 -6.016 2.769
C 0.631 -4.841 2.797
C -3.062 -2.724 -1.359
C -2.366 -1.884 -2.424
C -3.480 -4.072 -1.948
N 1.421 -1.546 2.039
N 1.694 -1.364 0.729
C 3.015 -1.343 0.599
C 3.618 -1.512 1.852
C 2.565 -1.629 2.745
C 2.603 -1.692 4.243
C 3.847 -2.420 4.740
C 2.526 -0.271 4.814
C 3.640 -1.196 -0.760
C 5.108 -0.798 -0.666
C 3.468 -2.486 -1.565
H -1.706 5.001 1.163
H -2.511 3.478 0.766
H -2.461 4.037 2.438
H 0.019 3.791 2.437
H -0.366 2.746 -0.398
H 0.475 4.212 0.094
H 1.146 2.629 0.512
H -1.904 2.332 4.202
H -2.510 0.269 5.430
H -2.349 -2.363 3.905
H -3.268 -2.099 5.391
H -3.689 -1.220 3.919
H -0.252 -1.771 5.543
H -0.196 -0.140 6.216
H -1.366 -1.316 6.829
H -0.087 -2.219 3.560
H -2.870 -4.922 0.635
H -1.173 -4.213 3.818
H -1.358 -6.506 1.820
H -1.234 -6.662 3.575
H -2.668 -5.924 2.857
H 0.960 -4.948 1.761
H 1.175 -4.003 3.226
H 0.920 -5.746 3.336
H -3.975 -2.196 -1.058
H -1.386 -2.303 -2.671
H -2.964 -1.870 -3.338
H -2.238 -0.854 -2.100
H -2.603 -4.658 -2.231
H -4.068 -4.661 -1.245
H -4.088 -3.918 -2.841
H 4.669 -1.536 2.081
H 1.720 -2.235 4.588
H 4.754 -1.889 4.443
H 3.842 -2.482 5.830
H 3.902 -3.433 4.338
H 3.401 0.306 4.508
H 1.636 0.248 4.453
H 2.494 -0.295 5.905
H 3.098 -0.399 -1.283
H 5.690 -1.583 -0.177
H 5.528 -0.648 -1.662
H 5.237 0.123 -0.096
H 3.982 -3.313 -1.070
H 2.413 -2.751 -1.651
H 3.884 -2.377 -2.569
C -3.486 4.172 -3.056
C -3.708 3.162 -1.967
C -4.817 3.199 -1.130
C -4.974 2.248 -0.138
C -3.989 1.279 -0.020
Br -4.140 -0.044 1.326
N -2.928 1.214 -0.795
C -2.798 2.136 -1.747
H -4.242 4.955 -3.024
H -3.528 3.705 -4.041
H -2.507 4.644 -2.958
H -5.559 3.979 -1.251
H -5.823 2.252 0.529
H -1.908 2.048 -2.365
*
```